No. 1
{"formula": "CH6S4Si", "method": "wB97M-V/def2-TZVPD", "elements": ["C", "Si", "S", "S", "S", "S", "H", "H", "H", "H", "H", "H"], "positions_angstrom": [[-1.8204, 0.6353, -0.1914], [0.9898, 1.0026, 0.9568], [0.6856, -1.3786, -1.7665], [0.8302, -0.9884, 1.8562], [2.3281, 2.2120, 2.1770], [-0.7042, 2.0423, 0.2114], [-2.0044, 0.1895, 0.7654], [-1.3527, -0.1108, -0.7340], [-2.5830, 1.1593, -0.7944], [1.6836, -1.7697, -2.7299], [-0.0114, -1.3276, 1.0076], [1.3429, 2.5022, 3.0192]], "atomic_forces_ev_per_a": [[0.05, 2.00, 0.66], [0.25, -1.01, -0.04], [1.45, -0.25, -1.10], [2.06, 2.19, 2.18], [-0.20, -0.50, -0.87], [0.64, -0.22, 0.28], [-1.31, 0.03, 0.36], [1.09, -1.09, -1.61], [-0.15, -0.84, 0.77], [-1.33, 0.71, 1.45], [-2.20, -1.15, -2.37], [-0.34, 0.13, 0.28]], "orbital_gap_ev": [7.47, 4.92], "e_above_lowest_kcal_mol": 77.0, "spin_multiplicity": 1, "total_charge": 0}

No. 2
{"formula": "CH7Cl2NSi2", "method": "wB97M-V/def2-TZVPD", "elements": ["C", "N", "Si", "Si", "Cl", "Cl", "H", "H", "H", "H", "H", "H", "H"], "positions_angstrom": [[4.0944, -0.0914, 0.2016], [0.0470, 0.3532, -0.3257], [-1.6520, 0.8796, 0.1457], [0.4521, -1.3569, -0.3359], [2.3112, -1.1737, 0.8630], [3.4369, 1.4027, -0.1036], [4.1806, -0.5951, -0.7698], [0.8399, 0.8937, -0.0332], [-2.0774, 1.6627, -1.0983], [-1.6845, 1.6243, 1.4085], [-2.2518, -0.4442, 0.2989], [-0.3989, -2.1868, 0.5675], [0.5543, -1.6785, -1.7353]], "atomic_forces_ev_per_a": [[1.11, -1.50, 0.55], [-1.97, -0.95, 0.83], [2.47, -0.15, -1.79], [0.38, 2.43, 1.70], [-1.03, -1.34, -0.66], [-0.53, 2.26, -0.63], [-0.20, -0.08, -0.12], [0.13, 0.49, 0.02], [-0.27, -0.36, 1.03], [-0.11, 0.18, 0.02], [-0.61, -0.08, -0.04], [0.20, -0.02, -0.55], [0.43, -0.88, -0.37]], "orbital_gap_ev": 8.15, "e_above_lowest_kcal_mol": 138.5, "spin_multiplicity": 1, "total_charge": 0}

No. 3
{"formula": "CH7IN5", "method": "wB97M-V/def2-TZVPD", "elements": ["C", "N", "N", "N", "N", "N", "I", "H", "H", "H", "H", "H", "H", "H"], "positions_angstrom": [[-1.1287, -1.1124, 0.0066], [1.6662, 0.8187, -0.0619], [0.5835, 0.6551, 0.5986], [-2.0197, -0.4696, -0.5911], [-0.6088, -1.9273, 0.6393], [-2.2488, 0.8720, -0.3625], [3.1279, -1.1703, -0.8869], [0.7094, 0.6726, 1.6866], [2.3529, 1.2791, 0.4938], [-2.6032, -0.7673, -1.4169], [0.2903, -2.3119, 0.8336], [-3.1663, 0.8385, 0.0269], [-1.5343, 1.2010, 0.3439], [1.5311, 1.2932, -0.9000]], "atomic_forces_ev_per_a": [[-0.40, -0.79, -0.39], [0.66, -0.14, 2.27], [-1.88, -0.22, 2.40], [-1.35, -0.16, -2.59], [0.45, -1.24, 1.08], [1.04, 1.84, 1.22], [-0.64, 0.62, 0.32], [0.41, -0.26, -2.60], [1.50, 0.02, 0.05], [1.50, -0.46, 1.09], [0.70, -0.16, -0.12], [-0.78, 0.92, 0.70], [-1.10, -0.30, -1.08], [-0.11, 0.32, -2.35]], "orbital_gap_ev": 6.89, "e_above_lowest_kcal_mol": 39.3, "spin_multiplicity": 1, "total_charge": 1}

No. 4
{"formula": "CH7INP2", "method": "wB97M-V/def2-TZVPD", "elements": ["C", "N", "P", "P", "I", "H", "H", "H", "H", "H", "H", "H"], "positions_angstrom": [[-1.5956, -0.5015, -0.1890], [2.0668, 1.5026, 0.2683], [-1.6281, -2.3801, -0.3452], [0.0069, 0.3310, -0.1641], [-3.2643, 0.6052, 0.2793], [2.5017, 0.7508, 0.8138], [2.7073, 1.8704, -0.4042], [1.8746, 2.2519, 0.9955], [-2.7526, -2.6066, 0.6542], [-0.3995, -2.7451, 0.3301], [0.8683, -0.3872, -0.9841], [-0.3855, 1.3085, -1.2546]], "atomic_forces_ev_per_a": [[0.94, -1.77, 0.00], [-0.82, 0.54, 2.28], [-1.55, 1.40, 1.25], [-1.55, 2.05, -1.74], [0.51, -0.50, -0.31], [0.23, 0.36, -0.44], [0.58, 0.19, -0.41], [0.30, -1.03, -1.36], [1.73, -0.01, -1.00], [-0.82, 0.38, -0.07], [-0.13, -0.82, 0.01], [0.59, -0.80, 1.78]], "orbital_gap_ev": [7.28, 7.28], "e_above_lowest_kcal_mol": 18.1, "spin_multiplicity": 1, "total_charge": 1}